Density functional theory data (ωB97M-V with the def2-TZVPD basis set) for a cluster of 5 separate species, C28H54ClN4OP in total at a distorted geometry.

The value obtained for the orbital gap is 9.06 eV. Its SMILES is COCCCCCCCCCCCPCl.CCCC#N.CCCC#N.CCCC#N.CCCC#N.

```
89
Properties=species:S:1:pos:R:3:mulliken_charge:R:1
C 1.107 -7.310 -1.965 -0.6000
O 0.901 -6.051 -2.698 -0.2894
C 0.111 -5.078 -1.922 -0.5189
C 1.057 -3.828 -1.339 -0.0588
C 1.621 -3.044 -2.668 -0.7499
C 1.995 -1.456 -2.413 0.9742
C 3.608 -1.241 -2.427 -0.7703
C 4.167 0.211 -2.882 -0.5635
C 3.099 1.430 -3.003 0.1811
C 2.902 1.759 -4.612 -0.8518
C 1.771 0.843 -5.361 -0.6776
C 2.265 -0.682 -5.751 0.4414
C 2.565 -0.895 -7.364 -0.5758
P 4.344 -1.665 -7.508 0.1675
Cl 4.615 -2.665 -9.362 -0.2903
H 1.173 -8.180 -2.755 0.2176
H 0.249 -7.591 -1.220 0.2751
H 2.150 -7.253 -1.432 0.2226
H -0.639 -4.572 -2.699 0.2821
H -0.568 -5.557 -1.092 0.2755
H 0.407 -3.176 -0.617 0.1300
H 1.909 -4.343 -0.696 0.1370
H 2.529 -3.679 -3.074 0.1135
H 0.765 -3.064 -3.467 0.2198
H 1.627 -1.218 -1.302 -0.3299
H 1.372 -0.754 -3.110 -0.0875
H 4.117 -1.509 -1.383 0.2609
H 4.055 -2.045 -3.189 0.1603
H 5.001 0.536 -2.093 0.3564
H 4.735 0.092 -3.909 0.2174
H 3.634 2.399 -2.553 0.3770
H 2.102 1.318 -2.406 -0.3094
H 3.937 1.777 -5.206 0.2594
H 2.515 2.888 -4.663 0.3436
H 0.718 0.843 -4.797 0.2845
H 1.545 1.379 -6.403 0.3873
H 3.225 -1.043 -5.187 -0.4056
H 1.334 -1.389 -5.510 -0.0258
H 2.434 0.078 -8.000 0.3559
H 1.834 -1.708 -7.842 0.3441
H 4.333 -2.726 -6.491 0.0470
C 2.297 1.673 2.022 -1.3473
C 0.778 1.766 1.951 -0.2667
C 0.220 1.435 0.567 0.2543
C 0.649 2.401 -0.452 0.2417
N 0.996 3.163 -1.257 -0.5503
H 2.775 2.399 1.356 0.3385
H 2.639 1.881 3.041 0.4023
H 2.642 0.672 1.745 0.2839
H 0.464 2.772 2.254 0.1336
H 0.352 1.065 2.678 0.4250
H -0.875 1.434 0.619 0.3473
H 0.524 0.423 0.273 -0.2617
C -1.822 6.317 4.247 -1.3431
C -2.194 5.352 5.365 -0.1762
C -1.406 4.043 5.316 -0.4531
C -1.699 3.262 4.107 0.2973
N -1.927 2.651 3.147 -0.4645
H -2.053 5.899 3.262 0.3496
H -2.386 7.250 4.352 0.3568
H -0.755 6.560 4.276 0.4044
H -3.270 5.147 5.321 0.1115
H -2.001 5.842 6.327 0.3036
H -1.661 3.444 6.198 0.3312
H -0.331 4.251 5.374 0.2997
C -1.403 -5.566 3.733 -1.2529
C -0.308 -5.650 2.679 -0.1425
C 0.744 -4.549 2.816 -0.3977
C 0.182 -3.211 2.589 0.2292
N -0.267 -2.155 2.417 -0.4465
H -1.973 -4.635 3.647 0.3421
H -2.106 -6.397 3.613 0.3622
H -0.982 -5.620 4.742 0.3092
H -0.763 -5.615 1.682 0.0853
H 0.190 -6.623 2.769 0.3410
H 1.541 -4.729 2.085 0.2384
H 1.207 -4.596 3.808 0.3695
C -7.893 5.126 4.316 -1.1566
C -7.246 4.249 3.252 -0.5273
C -5.731 4.126 3.414 -0.2997
C -5.046 5.412 3.230 0.2563
N -4.508 6.432 3.091 -0.4996
H -7.531 6.158 4.260 0.3419
H -8.979 5.148 4.176 0.3372
H -7.687 4.743 5.320 0.2995
H -7.489 4.647 2.260 0.3171
H -7.687 3.247 3.311 0.3183
H -5.353 3.412 2.674 0.3230
H -5.493 3.715 4.402 0.3084
```

=====

Density functional theory data (ωB97M-V with the def2-TZVPD basis set) for a structure of composition CH3ClO3S at a distorted geometry.

The value obtained for the energy above the lowest of the compared OMol25 structures with the same formula, charge and spin is 73.92 kJ/mol. The value obtained for the orbital gap is 9.73 eV.

```
9
Properties=species:S:1:pos:R:3:mulliken_charge:R:1
C -1.675 -0.651 0.293 -0.0638
O 0.853 1.438 -0.600 -0.4344
O 0.621 -0.963 -0.880 -0.5021
O -1.040 0.086 1.009 -0.4138
S 0.976 -0.010 0.117 0.8940
Cl 3.120 -0.068 0.205 -0.3368
H -1.783 -0.477 -0.781 0.2437
H -2.203 -1.530 0.684 0.2613
H 1.131 2.174 -0.047 0.3520
```

=====

- What is the orbital gap in the first record?
  9.06 eV